1.
DFT (ωB97M-V/def2-TZVPD) results for a 14-piece molecular cluster, C36H108N8O14 overall.

XYZ file:
```
166
Properties=species:S:1:pos:R:3:forces:R:3
O 2.60753 0.97560 2.39419 1.168 0.610 0.582
H 2.73797 0.23521 1.80171 0.204 -0.634 -0.385
H 1.65751 1.08475 2.43636 -0.512 0.201 0.027
O 2.89460 -1.29809 0.90836 0.263 0.567 0.457
H 2.23568 -1.77613 0.40485 -0.553 -0.446 -0.475
H 3.72208 -1.72566 0.68769 0.331 -0.234 -0.110
O -2.50317 -1.15310 -0.87317 -1.701 0.350 0.391
H -1.68909 -0.65659 -0.95676 0.900 0.393 -0.345
H -2.26273 -2.04946 -1.10757 0.197 -0.682 0.115
O 1.20772 -2.57186 -1.01010 -0.449 1.147 0.202
H 2.03516 -2.87167 -1.38651 1.168 -0.574 -0.576
H 0.77970 -3.37140 -0.70389 -0.081 -0.820 0.444
C 1.19789 -7.78018 3.38243 1.373 1.044 -0.358
C -0.29795 -7.64967 3.23825 0.782 0.638 1.704
C -0.78340 -6.28671 2.75119 0.081 0.395 0.947
O -0.30816 -5.24936 3.68615 -0.450 -1.352 -1.023
C -0.68653 -3.93691 3.30012 0.193 -0.581 -0.365
N -0.74889 -8.80448 2.50693 -0.898 -0.398 -0.635
H 1.65731 -6.97680 3.95829 -0.391 0.103 0.384
H 1.70778 -7.65468 2.42725 -0.206 -0.311 -0.365
H 1.56260 -8.71109 3.81657 -0.448 -0.206 -0.001
H -0.69191 -7.68369 4.25398 -0.166 0.012 0.400
H -1.86877 -6.28820 2.85154 -0.333 0.003 -0.267
H -0.53537 -6.13631 1.70050 0.379 0.506 -0.039
H -0.42795 -3.27468 4.12637 0.219 0.038 -0.235
H -1.75057 -3.82857 3.08996 -0.328 -0.261 0.161
H -0.17974 -3.70933 2.36232 0.253 0.535 0.059
H -1.71224 -8.69624 2.22347 -0.286 0.238 -0.319
H -0.82078 -9.54015 3.19520 0.285 -0.414 -0.062
C -0.71569 2.08403 -0.31468 0.268 -0.023 -0.033
C 0.16164 0.83891 -0.03361 -0.587 0.427 -0.942
C -0.27483 0.17007 1.29710 -0.126 0.480 -0.825
O 0.03285 1.06081 2.36782 -0.617 0.079 -0.477
C -0.50696 0.61378 3.58196 0.864 0.360 0.784
N -0.04387 -0.02068 -1.23495 -0.170 -0.201 0.445
H -0.56154 2.95483 0.32253 0.335 -0.188 0.244
H -1.78080 1.85855 -0.26152 -0.084 -0.308 -0.073
H -0.48418 2.37870 -1.33824 -0.106 0.216 -0.104
H 1.19560 1.18337 -0.01422 0.157 -0.125 0.620
H 0.18398 -0.80240 1.47573 0.218 -0.114 -0.084
H -1.35824 0.05044 1.29254 -0.157 -0.278 -0.262
H -1.56087 0.85763 3.71577 -0.220 -0.310 -0.312
H 0.04100 1.14568 4.35974 -0.051 0.154 0.107
H -0.26145 -0.43473 3.75064 -0.401 -0.287 -0.099
H 0.51593 -0.85611 -1.32870 0.180 -0.378 1.040
H 0.15646 0.40829 -2.12712 -0.233 1.089 0.023
C 6.01893 1.51543 -5.01521 0.808 -1.447 -0.193
C 5.29982 2.73671 -4.50767 0.102 0.178 -0.920
C 4.68306 2.59798 -3.13885 -0.223 -0.190 0.615
O 3.68112 1.58702 -3.09378 0.977 -0.149 -0.623
C 2.96232 1.57633 -1.89267 -1.035 0.075 0.669
N 6.28000 3.84962 -4.61856 -0.146 -0.045 0.162
H 6.85298 1.20164 -4.38752 -0.044 0.295 0.507
H 6.51478 1.63790 -5.97814 -0.211 0.612 -0.244
H 5.44755 0.59797 -5.15630 -0.536 0.301 0.311
H 4.53251 2.99794 -5.23644 -0.742 -0.410 0.151
H 4.22746 3.54418 -2.84691 -0.032 0.357 0.030
H 5.42830 2.34606 -2.38436 0.377 0.119 0.020
H 2.67656 0.58028 -1.55455 0.044 -0.329 -0.675
H 2.05602 2.15431 -2.07338 -0.327 0.092 0.327
H 3.42592 1.96161 -0.98453 0.721 0.480 -0.299
H 5.89520 4.72074 -4.28212 -0.284 0.117 0.580
H 6.26096 4.01979 -5.61394 0.649 0.058 -0.331
C 0.36352 -1.39978 -4.64335 0.252 -1.258 -0.876
C 1.47204 -0.39163 -4.49455 -0.580 0.712 0.754
C 2.53029 -0.30105 -5.57996 -0.292 -1.671 -1.271
O 2.98732 -1.66193 -5.92549 0.487 1.123 0.822
C 4.09860 -1.61350 -6.79641 0.138 0.543 0.452
N 0.71991 0.89535 -4.34945 1.019 -0.056 -0.463
H -0.41508 -1.23672 -3.89818 0.108 0.111 -0.002
H 0.73620 -2.42086 -4.56212 0.127 -0.053 0.273
H -0.07030 -1.38689 -5.64322 -0.285 0.356 -0.151
H 1.95075 -0.64707 -3.54920 0.290 0.329 0.109
H 3.29943 0.44141 -5.36715 0.463 -0.541 0.669
H 2.14862 0.06261 -6.53400 -0.812 0.269 -0.181
H 4.96496 -1.11542 -6.36116 0.043 0.242 0.437
H 3.83895 -0.99954 -7.65881 0.014 -0.323 -0.597
H 4.48817 -2.60459 -7.02898 -0.683 -0.119 -0.240
H 1.36797 1.66914 -4.31278 0.589 0.253 0.545
H 0.37021 1.03747 -5.28626 -0.833 0.030 -0.282
C -2.46723 7.85368 -0.67937 0.562 -0.986 0.546
C -2.15865 6.41125 -0.19711 -0.256 0.565 -0.133
C -3.16687 5.89814 0.85768 0.664 0.701 -0.384
O -2.68875 4.70163 1.43165 0.055 -0.391 0.016
C -3.64203 3.79084 1.96093 -0.230 -0.415 -0.484
N -2.13325 5.49590 -1.33236 0.257 0.274 0.232
H -3.44516 7.93520 -1.15383 -0.144 0.166 0.278
H -1.71405 8.15880 -1.40583 -0.002 -0.102 -0.077
H -2.31977 8.47722 0.20242 -0.524 0.395 -0.171
H -1.15097 6.47857 0.21295 0.035 -0.353 0.314
H -4.09331 5.78552 0.29455 -0.422 -0.310 0.189
H -3.29613 6.66596 1.62046 -0.198 0.058 0.293
H -3.19286 3.09091 2.66553 0.395 0.670 0.437
H -4.00491 3.07329 1.22504 -0.152 0.271 -0.712
H -4.52364 4.27902 2.37632 0.125 0.187 0.288
H -2.18812 4.57436 -0.92266 0.149 -0.513 -0.255
H -2.99259 5.64301 -1.84225 -0.192 -0.204 -0.387
C -4.50603 1.28760 5.31979 -0.457 0.109 0.403
C -5.92696 0.62316 5.24047 0.992 0.896 -1.253
C -5.74288 -0.89941 5.03620 1.384 -0.043 -1.049
O -4.78473 -1.14690 3.96297 -0.422 1.396 0.620
C -4.40254 -2.49445 3.84885 -0.299 0.609 0.206
N -6.75510 0.98983 6.37610 -0.186 -0.545 1.288
H -4.49614 2.37440 5.40273 -0.708 0.200 0.083
H -3.85191 1.12238 4.46367 -0.349 -0.612 0.002
H -4.00618 0.96147 6.23187 0.102 -0.325 -0.024
H -6.47218 1.05614 4.40179 0.517 -0.361 -0.894
H -6.63684 -1.42658 4.70300 -0.463 0.048 0.633
H -5.24622 -1.34544 5.89786 -0.642 -0.034 0.583
H -5.28181 -3.04748 3.51850 0.244 -0.545 -0.405
H -4.07945 -2.90775 4.80431 0.109 -0.062 0.265
H -3.54923 -2.48543 3.17070 -0.356 -0.379 -0.213
H -6.84152 1.98863 6.49872 0.603 0.209 -0.147
H -7.71862 0.72484 6.22939 -0.077 -0.496 -0.122
C 1.50482 -0.39283 6.83224 0.319 0.200 0.746
C 2.58101 0.29817 6.03251 0.665 0.571 0.269
C 3.72064 0.85282 6.93632 0.202 -0.303 -0.390
O 4.71898 1.63022 6.22504 -0.783 0.387 1.058
C 5.50856 2.39373 7.14364 0.428 -0.230 -0.674
N 3.08798 -0.67601 5.09108 0.629 0.310 -0.755
H 1.16648 0.31575 7.58825 -0.345 -0.354 0.415
H 1.97402 -1.28678 7.24310 -0.133 0.034 0.520
H 0.65847 -0.77450 6.26118 0.128 0.393 -0.342
H 2.16258 1.19176 5.56936 -0.044 -0.025 -0.547
H 4.27812 0.02008 7.36510 -0.161 -0.386 0.363
H 3.29235 1.43857 7.74969 -0.036 0.214 0.088
H 6.08103 3.11999 6.56664 -0.296 0.126 -0.136
H 6.27602 1.81657 7.65938 -0.032 -0.626 0.049
H 4.96014 2.90373 7.93563 -0.506 0.087 -0.205
H 4.07325 -0.79406 5.27923 0.256 -0.353 0.152
H 3.12498 -0.22958 4.18586 -0.334 0.006 -0.668
C -2.85615 -3.44036 -3.48350 0.006 -0.547 -0.713
C -2.10444 -4.43159 -2.59103 0.146 -0.486 -0.373
C -1.12174 -5.27745 -3.41703 0.805 -0.252 0.804
O -0.54790 -6.40742 -2.67949 -0.791 -0.021 -0.186
C -0.02325 -7.38406 -3.57602 -0.170 0.271 -0.147
N -1.40834 -3.65753 -1.54459 -1.025 -0.843 -0.867
H -3.75292 -3.09299 -2.97044 0.453 0.684 0.056
H -3.21525 -3.82232 -4.43915 -0.188 -0.920 0.094
H -2.17095 -2.69899 -3.89457 -0.096 0.693 0.803
H -2.81932 -5.12749 -2.15196 -0.073 0.042 0.273
H -0.24666 -4.66111 -3.62314 -0.035 0.335 -0.600
H -1.62820 -5.57192 -4.33621 0.158 -0.454 -0.125
H 0.86250 -7.01209 -4.09099 -0.287 0.442 -0.646
H -0.85571 -7.69806 -4.20570 0.276 0.058 -0.697
H 0.37762 -8.31541 -3.17605 -0.413 0.239 1.258
H -0.89048 -4.34356 -1.01423 0.338 -0.016 0.369
H -0.74352 -3.12845 -2.09066 0.574 0.338 0.326
C 1.73131 5.11346 -4.40307 0.382 0.655 0.537
C 0.71663 4.98458 -3.25451 -0.351 0.422 -0.945
O 0.27665 6.29429 -2.87623 0.879 -0.309 -0.383
H 2.44207 4.28807 -4.44354 -0.226 -0.261 -0.110
H 2.33685 6.00516 -4.24098 0.158 0.080 0.389
H 1.31242 5.31975 -5.38800 -0.430 -0.455 0.080
H 1.09765 4.41631 -2.40599 0.365 0.141 0.129
H -0.14192 4.42448 -3.62504 -0.180 -0.179 -0.019
H -0.49815 6.16700 -2.32388 -0.624 -0.250 0.297
C -2.62622 1.39963 -3.72519 0.803 -0.724 0.402
C -2.88798 2.73866 -3.09051 -0.656 -0.810 -1.545
O -3.63418 3.51372 -4.04784 0.011 0.669 0.500
H -3.48040 0.77583 -3.98852 -0.507 0.444 -0.024
H -2.10010 0.77709 -3.00147 0.381 -0.093 -0.139
H -2.01237 1.56049 -4.61143 0.043 -0.242 0.032
H -1.91581 3.21924 -2.98081 -0.333 0.251 0.490
H -3.45581 2.57838 -2.17400 0.176 0.476 0.319
H -4.27912 2.92051 -4.43996 -0.047 -0.024 -0.003
```
Positions in Å, forces in eV/Å.

Computed properties:
Multiplicity ... 2
Expectation value of S² ... 0.75
Total charge ... -1
Lowest unoccupied orbital energy (spin up / spin down) ... 2.158 / 2.157 eV
E_HOMO (spin up / spin down) ... -0.2 / -6.7 eV

Löwdin population analysis, charges in e, atoms 1 to 6: -0.075, -0.032, -0.033, -0.133, -0.024, 0.028

2.
DFT (ωB97M-V/def2-TZVPD) results for a 2-piece molecular cluster, C36H16F17OSi overall.

XYZ file:
```
71
Properties=species:S:1:pos:R:3:forces:R:3
C -1.66378 -0.92104 -0.57352 -0.456 -0.086 -0.035
C -0.19870 -0.73900 -0.40881 1.735 -0.809 -0.855
C 0.74248 -1.46080 -1.11896 -2.918 1.769 2.143
O 0.17923 0.26113 0.42963 0.022 0.099 1.104
Si 0.43547 0.32840 2.10503 -0.345 -0.056 -1.042
C 1.84759 1.52031 2.32446 0.597 0.277 0.078
C 2.83234 1.36418 3.30109 0.098 -0.167 0.175
F 2.75661 0.31690 4.16297 0.089 0.589 -0.578
C 3.90644 2.24140 3.43887 0.252 -0.127 0.334
F 4.84063 2.03273 4.38826 -0.625 0.168 -0.666
C 4.01019 3.33765 2.58120 0.315 0.188 0.033
F 5.05122 4.18430 2.68559 -0.877 -0.681 -0.074
C 3.02360 3.54939 1.61767 -0.086 0.321 -0.278
F 3.09881 4.61445 0.79478 -0.032 -0.680 0.565
C 1.95718 2.65747 1.52022 -0.189 0.106 -0.198
F 0.97944 2.92598 0.61820 0.718 -0.144 0.506
C -0.92912 1.02875 3.19071 -0.611 0.149 0.142
C -0.97574 0.75094 4.56058 0.134 -0.184 0.210
F -0.06189 -0.09776 5.09936 -0.472 0.470 -0.324
C -1.92854 1.28883 5.42326 0.065 -0.142 0.361
F -1.93028 0.96325 6.73183 0.006 0.255 -0.954
C -2.88477 2.16913 4.91701 -0.233 0.156 0.245
F -3.80959 2.70809 5.73292 0.783 -0.446 -0.724
C -2.86936 2.48353 3.55775 -0.265 0.326 -0.279
F -3.78012 3.34361 3.05946 0.579 -0.610 0.315
C -1.90931 1.90796 2.72446 -0.055 -0.038 -0.345
F -1.95158 2.19558 1.39531 -0.014 -0.071 0.919
C 0.75378 -1.45557 2.55262 0.219 -0.727 -0.040
C 1.99822 -2.05466 2.34864 0.046 0.201 -0.317
F 2.98178 -1.33699 1.73394 -0.470 -0.430 0.641
C 2.25353 -3.38633 2.65428 0.444 -0.084 -0.120
F 3.49157 -3.90366 2.48941 -0.739 0.251 0.005
C 1.21570 -4.20065 3.10134 0.002 -0.355 0.213
F 1.43990 -5.50006 3.36689 -0.155 1.004 -0.201
C -0.06123 -3.66101 3.24901 -0.414 -0.274 0.129
F -1.08498 -4.43970 3.64946 0.722 0.497 -0.303
C -0.26784 -2.31668 2.95752 -0.412 0.244 -0.065
F -1.54843 -1.84965 3.00726 0.925 -0.377 0.164
H -1.86666 -1.61681 -1.39431 -0.035 0.148 0.174
H -2.11687 -1.33588 0.34129 0.152 0.184 -0.180
H -2.15129 0.04223 -0.78335 0.164 -0.251 0.090
H 1.79392 -1.22738 -0.92474 -0.439 -0.241 -0.144
H 0.27684 -2.15295 -1.82228 0.424 0.355 0.524
F 1.52042 -6.30517 -5.78937 -0.773 1.267 0.058
C 0.83284 -5.11413 -5.82111 0.570 -0.745 0.170
C -0.31215 -5.02956 -6.61079 0.151 0.512 0.280
C -0.99110 -3.80106 -6.65746 0.031 -0.126 0.121
C -0.50462 -2.70047 -5.96810 0.316 0.135 0.029
C 0.68302 -2.78551 -5.19377 -0.774 -0.760 -0.026
C 1.20897 -1.59792 -4.59142 0.107 -0.061 0.370
C 2.15663 -1.56607 -3.58893 -0.353 0.051 0.832
C 2.26007 -2.49939 -2.52102 2.691 -1.682 -3.410
C 3.58057 -2.78528 -1.96435 0.212 0.367 1.017
C 4.75352 -2.20601 -2.50800 0.056 -0.153 0.141
C 5.99170 -2.61434 -2.02528 0.571 0.519 -0.667
F 7.12097 -2.09744 -2.61369 -1.216 -0.487 0.642
C 6.14300 -3.53166 -0.98983 -0.659 0.138 -0.066
C 4.97684 -4.06266 -0.42251 0.107 -0.002 -0.013
C 3.71982 -3.69887 -0.89421 -0.102 -0.016 -0.231
C 1.33276 -4.04560 -5.08540 -0.258 0.149 -0.205
H -0.65458 -5.89275 -7.17597 0.119 0.154 0.123
H -1.90366 -3.70952 -7.24590 0.269 -0.055 0.149
H -1.02625 -1.74124 -5.99790 0.128 -0.319 -0.157
H 0.85560 -0.64482 -4.99371 0.388 -0.226 -0.226
H 2.79194 -0.67580 -3.52543 -0.475 -0.174 0.130
H 1.57610 -3.35606 -2.47014 0.046 0.718 0.232
H 4.69509 -1.48639 -3.32381 0.226 -0.251 0.222
H 7.13277 -3.80768 -0.63609 -0.183 0.049 -0.119
H 5.06296 -4.77710 0.39494 -0.058 0.209 -0.201
H 2.81810 -4.12521 -0.44910 0.283 0.080 -0.073
H 2.22404 -4.16002 -4.46983 -0.070 -0.070 -0.468
```
Positions in Å, forces in eV/Å.

Computed properties:
Total charge ... +1
Lowest unoccupied orbital energy ... -5.923 eV
ΔE to the lowest compared entry with this formula, charge and spin ... 0.0 kcal/mol
E_HOMO ... -11.8 eV

Löwdin population analysis, charges in e, atoms 1 to 6: -0.008, -0.391, 0.055, -0.096, 0.765, -0.061

Which value of total charge does entry 2 give?
+1